The following is a quantum chemistry calculation of a molecular structure, C47H53N6OP2SSr at a distorted geometry, from the Open Molecules 2025 dataset.

```
111
C47H53N6OP2SSr ωB97M-V with the def2-TZVPD basis set
Sr 1.23 -0.81 -0.90
S 1.37 -0.26 -3.97
P 0.31 -2.82 -3.44
P -1.80 -0.85 -2.66
O -4.67 9.67 4.85
N -2.51 3.89 2.88
N 3.44 -0.60 -2.50
N -0.44 -0.07 0.78
N 1.33 1.77 -0.43
N -1.05 5.33 1.86
N 3.85 -0.22 -4.85
C -2.62 6.39 3.44
C -3.11 -2.10 -6.39
C -0.61 -4.12 -2.56
C -0.61 1.27 0.99
C 0.29 2.21 0.32
C -1.84 0.94 -3.15
C 4.75 -0.49 -2.30
C -2.17 -0.60 2.31
C -2.46 7.62 2.84
C -3.83 8.62 4.56
C 1.08 4.48 -0.14
C -1.73 3.12 2.07
C -0.88 4.05 1.38
C 6.12 0.04 -5.76
C -0.95 -2.55 -4.72
C -1.04 -3.27 -5.88
C 0.97 -5.05 1.99
C -1.13 -0.99 1.47
C -2.97 -1.37 -5.19
C 0.16 3.62 0.51
C 3.54 -2.68 0.58
C 2.11 -4.62 1.31
C -2.05 5.23 2.76
C -1.90 -1.61 -4.32
C 2.07 3.99 -0.97
C 2.76 -5.54 0.28
C -0.86 -4.64 3.67
C 0.53 -4.33 3.11
C 1.25 -3.24 3.59
C -3.23 6.30 4.69
C 2.20 -2.66 2.71
C 5.15 -0.14 -4.58
C 1.61 -3.74 -4.38
C 5.68 -0.24 -3.28
C -3.54 -1.24 -2.21
C 3.07 -0.37 -3.74
C 2.79 -1.30 3.01
C -3.06 8.74 3.36
C -2.39 0.77 2.55
C -1.59 1.72 1.93
C 2.14 2.61 -1.09
C -2.15 -3.06 -6.70
C -3.85 7.39 5.26
C 2.61 -3.34 1.56
C 1.01 -2.59 4.90
C 0.15 -6.23 1.52
C -5.13 9.74 6.27
H 3.59 -3.22 -0.36
H -0.84 1.25 -3.45
H 3.72 -1.36 3.53
H 2.81 4.62 -1.41
H 1.19 -4.66 -4.73
H 2.92 2.09 -1.66
H -2.16 1.50 -2.26
H 2.46 -5.30 -0.76
H -1.11 -4.72 -3.31
H -0.28 -4.04 -6.08
H -5.78 8.87 6.57
H 7.04 0.44 -5.37
H -0.87 -5.26 4.56
H 5.08 -0.71 -1.29
H 3.24 -1.65 0.43
H -3.23 3.63 3.55
H -3.84 -2.26 -2.52
H -2.99 9.72 2.89
H -1.42 -3.71 3.86
H 2.48 -3.96 -3.73
H -0.94 -6.07 1.64
H 6.42 -0.91 -6.24
H 2.59 -6.58 0.46
H -4.04 -1.98 -6.98
H -2.57 1.10 -4.00
H 2.93 -0.73 2.12
H 1.92 -2.51 5.51
H 2.04 -0.79 3.65
H 0.35 -6.40 0.46
H -1.88 7.66 1.94
H -4.27 9.82 6.96
H 0.35 -3.22 5.47
H 0.13 -4.72 -2.01
H -2.38 -3.70 -7.52
H -3.62 -1.19 -1.12
H -1.45 -5.14 2.94
H 0.36 -7.16 2.05
H 5.71 0.71 -6.49
H -0.96 -2.06 1.27
H -4.24 -0.50 -2.60
H -5.76 10.65 6.34
H 3.84 -5.43 0.36
H -3.20 1.11 3.20
H -3.71 -0.65 -4.89
H -2.82 -1.36 2.77
H 4.58 -2.58 0.97
H -1.32 -3.74 -1.76
H 0.65 -1.57 4.86
H -4.48 7.30 6.15
H 6.74 -0.12 -3.10
H -3.27 5.27 5.15
H 1.94 -3.14 -5.22
H 0.99 5.58 -0.01
```

Properties
Maximum force in Eh/bohr: 0.0600
Charge: +1
HOMO in eV: -8.5
E in eV: -90833.869
Energy above the lowest of the compared OMol25 structures with the same formula, charge and spin in eV: 2.2598
Orbital gap in eV: 5.404
E_LUMO in eV: -3.14